No. 1
Below is C33H43F5N2O19S2 as an isolated structure in a non-equilibrium geometry, with properties calculated with wB97M-V/def2-TZVPD.

Its total energy is -4118.10552 Ha. Its molar mass is 930.826 g/mol.

Geometry as XYZ:
```
104
Properties=species:S:1:pos:R:3:forces:R:3:mulliken_charge:R:1
C 3.08242 -3.26491 1.08115 -0.10 0.13 0.03 -1.20
C 3.49097 -1.78405 1.24244 -0.74 -0.01 -0.34 -0.32
C 2.34488 -0.85795 0.93721 0.21 -0.30 0.36 0.00
C 2.34729 0.03095 -0.07677 -0.27 0.35 -0.30 -1.57
C 1.24224 0.90516 -0.39946 0.83 -0.22 -0.16 1.07
C 1.45428 1.84696 -1.55701 -0.24 -0.01 -0.15 -1.17
C 1.43672 3.33819 -1.17829 0.44 -0.05 -0.11 -0.76
C 0.95335 4.25479 -2.31020 0.22 0.36 0.10 -0.72
C 0.17891 5.50016 -1.87423 -0.13 -0.05 -0.11 -0.92
C -0.93851 5.22165 -0.89434 -0.11 -0.01 0.14 0.50
O -1.82509 6.31825 -0.87550 0.00 0.02 -0.14 -0.43
C -2.82279 6.17042 0.10520 -0.05 -0.15 0.06 -0.58
C 0.09838 0.86205 0.32660 -0.55 0.18 0.15 -0.47
C -1.13365 1.68699 0.05483 0.18 -0.18 0.10 0.10
C -1.67844 1.55110 -1.36960 0.23 0.31 0.06 -0.36
C -3.20261 1.62884 -1.44657 0.18 -0.34 -0.48 -0.98
C -3.85644 0.22743 -1.46337 0.47 0.42 0.01 -0.90
S -5.16936 0.03256 -0.29928 -0.96 -0.23 -0.54 1.55
O -5.82570 1.29262 -0.11201 0.29 0.09 0.25 -0.63
O -6.00197 -1.06717 -0.69456 0.33 -0.18 0.13 -0.74
O -4.46398 -0.41873 1.04218 0.24 0.24 0.13 -0.40
C 0.05992 -0.03946 1.42728 0.16 -0.19 0.08 0.29
N -0.95906 -0.19766 2.27697 -0.17 0.08 0.01 -0.51
S -0.50308 -1.30378 3.34078 -0.15 -0.10 0.14 0.06
N 0.96597 -1.64645 2.81340 0.03 -0.08 0.05 -0.66
C 1.16826 -0.88526 1.73624 -0.11 0.11 -0.02 1.01
H 3.77246 -3.78122 0.41913 0.09 -0.12 0.09 0.38
H 3.03568 -3.77517 2.03970 0.11 -0.08 0.02 0.27
H 2.08791 -3.34348 0.64328 -0.02 -0.01 -0.07 0.33
H 4.28501 -1.55366 0.53934 0.28 0.10 0.23 0.24
H 3.80032 -1.58334 2.26511 0.32 -0.04 0.00 0.18
H 3.22432 0.09188 -0.70794 0.08 0.02 -0.06 0.48
H 2.41293 1.60908 -2.01315 0.05 -0.01 -0.11 0.67
H 0.70940 1.65543 -2.33386 0.01 -0.01 0.08 0.25
H 2.47175 3.61001 -0.96057 -0.03 0.09 0.25 0.56
H 0.89926 3.49510 -0.24463 -0.17 -0.03 -0.11 0.50
H 1.83493 4.61899 -2.84048 -0.03 -0.13 -0.24 0.41
H 0.36503 3.70570 -3.04738 -0.11 -0.14 0.10 0.37
H -0.28123 5.93732 -2.76198 0.03 0.12 -0.01 0.35
H 0.84739 6.25513 -1.45923 0.04 0.02 0.06 0.30
H -1.48544 4.30926 -1.17812 -0.02 0.07 -0.06 -0.35
H -0.55069 5.05016 0.11844 0.05 0.02 0.04 0.33
H -2.41710 6.32662 1.10950 0.00 0.05 0.06 0.30
H -3.26826 5.16914 0.07691 -0.01 -0.05 -0.06 0.13
H -3.60986 6.89209 -0.09284 0.04 0.13 0.02 0.29
H -0.92091 2.73024 0.30100 -0.22 -0.01 -0.05 0.19
H -1.89205 1.36445 0.76775 -0.07 0.03 0.07 0.56
H -1.25967 2.34142 -1.99527 -0.04 -0.06 0.01 -0.83
H -1.30705 0.61749 -1.79494 -0.15 -0.07 -0.12 0.93
H -3.45571 2.10948 -2.38930 -0.23 0.13 0.06 0.48
H -3.61612 2.24274 -0.64984 -0.01 0.08 0.05 0.48
H -3.10708 -0.54940 -1.30941 -0.15 -0.18 0.19 0.26
H -4.31135 0.03245 -2.43058 -0.17 -0.08 0.03 0.24
H -3.54977 -0.09230 1.11315 0.02 -0.05 0.16 0.33
C -4.59830 -4.12446 -0.10755 -0.02 0.01 0.02 -0.46
C -3.61463 -5.27909 -0.09498 0.04 0.07 -0.10 0.33
O -2.36528 -4.62646 -0.27365 -0.03 -0.05 0.18 -0.33
C -2.49567 -3.35629 0.18930 -0.07 0.23 0.17 0.54
O -1.61077 -2.59676 0.40994 0.21 -0.11 -0.25 -0.39
O -3.79131 -3.06081 0.40259 -0.20 -0.17 -0.09 -0.11
F -3.81458 -6.14495 -1.11626 0.03 0.05 -0.06 -0.30
H -4.91848 -3.88200 -1.12120 0.02 -0.08 -0.04 0.20
H -5.46924 -4.27916 0.52153 0.07 0.10 0.11 0.31
H -3.58702 -5.84031 0.84016 -0.02 -0.10 -0.05 0.28
C 7.44392 -2.99767 5.15107 -0.01 -0.09 0.06 -0.42
C 7.35777 -1.48547 5.14262 0.08 0.00 -0.08 0.29
O 7.32742 -1.19318 3.75627 -0.23 0.03 0.07 -0.29
C 6.80760 -2.27252 3.11011 0.06 -0.04 0.06 0.67
O 6.43170 -2.26786 1.98666 0.16 -0.02 -0.07 -0.47
O 6.76693 -3.33917 3.93682 0.02 0.01 0.05 -0.33
F 8.44279 -0.90186 5.70008 0.04 -0.02 -0.06 -0.28
H 8.48222 -3.32660 5.09438 0.04 0.08 0.02 0.30
H 6.95472 -3.46091 6.00251 -0.12 -0.03 -0.10 0.26
H 6.46031 -1.07842 5.61105 0.05 0.06 0.07 0.29
C 8.17321 -1.31460 -0.63675 -0.09 0.05 0.03 -0.11
C 9.65402 -1.15012 -0.89958 -0.01 -0.15 -0.01 0.32
O 9.89824 -2.12613 -1.89291 0.00 0.21 -0.11 -0.32
C 8.73412 -2.33221 -2.57730 -0.04 -0.04 0.10 0.62
O 8.65095 -2.90579 -3.60738 0.01 -0.07 -0.03 -0.51
O 7.69912 -1.77275 -1.90878 0.03 0.04 0.04 -0.31
F 10.40700 -1.42474 0.19446 -0.01 -0.07 -0.01 -0.28
H 7.98635 -2.07631 0.11887 0.07 0.00 0.03 0.04
H 7.67253 -0.39396 -0.35169 -0.07 0.00 -0.14 0.29
H 9.94442 -0.17073 -1.28392 0.07 0.02 0.09 0.26
C -6.53421 1.39758 3.15553 -0.06 -0.01 -0.14 0.08
C -7.10723 0.66679 4.34958 0.15 0.05 0.08 0.35
O -6.90749 1.59103 5.40147 -0.24 0.01 -0.05 -0.32
C -6.87941 2.84457 4.85945 0.10 -0.04 -0.05 0.60
O -6.95759 3.84774 5.48064 0.04 0.04 0.05 -0.51
O -6.76121 2.76583 3.51462 -0.01 -0.06 0.00 -0.35
F -6.43801 -0.47981 4.62841 0.04 0.04 0.02 -0.27
H -5.46321 1.21858 3.06157 0.00 -0.09 0.06 -0.06
H -7.02366 1.15766 2.21662 -0.04 0.19 -0.01 0.20
H -8.17158 0.43799 4.27390 0.01 -0.12 0.01 0.27
C -4.03520 -2.17475 -5.16315 -0.04 -0.05 0.09 -0.47
C -3.23725 -2.45158 -6.42087 -0.01 0.13 -0.03 0.28
O -2.30043 -1.38862 -6.42564 0.12 -0.21 0.08 -0.34
C -2.10701 -0.98844 -5.14069 -0.05 0.07 0.00 0.55
O -1.23288 -0.28532 -4.76690 0.00 0.09 0.01 -0.46
O -3.06436 -1.51953 -4.33921 -0.12 -0.05 0.02 -0.14
F -3.99672 -2.38423 -7.53755 0.00 0.07 0.01 -0.29
H -4.86134 -1.49299 -5.36940 0.00 -0.01 -0.10 0.29
H -4.40931 -3.06891 -4.67324 0.12 0.01 0.09 0.30
H -2.69894 -3.40062 -6.41849 -0.05 -0.03 -0.08 0.29
```
Forces are in eV/Å.

---

No. 2
Below is C33H43N4O3SiW as an isolated structure, with properties calculated with wB97M-V/def2-TZVPD.

Its total energy is -2083.67652 Ha. Its molar mass is 755.658 g/mol. Its charge is +3.

Geometry as XYZ:
```
85
Properties=species:S:1:pos:R:3:forces:R:3:mulliken_charge:R:1
W 0.51295 -0.64248 0.26422 -0.33 -0.51 0.52 0.05
O -3.19869 -3.05981 0.11227 -0.04 0.02 -0.02 -0.66
C -3.46834 -3.01914 1.43890 -0.02 -0.03 0.01 0.66
C -4.66686 -3.61132 1.82089 0.00 0.00 0.02 -0.71
C -5.04191 -3.62645 3.14586 -0.01 -0.01 0.02 -0.39
C -4.23245 -3.04813 4.13317 -0.01 0.00 0.00 -0.80
C -3.05321 -2.45867 3.77260 0.02 0.01 0.00 -1.28
C -2.64183 -2.42247 2.41674 -0.01 0.01 -0.17 -0.18
C -1.39587 -1.76543 2.12880 -0.03 0.01 0.24 1.55
O -0.96864 -1.64903 0.80339 0.19 -0.14 0.08 1.36
N -0.62640 -1.23219 3.00836 0.04 0.01 -0.05 -1.21
N 0.50363 -0.68264 2.42344 -0.08 0.14 0.40 0.86
C 1.42745 -0.30576 3.24759 -0.03 -0.03 0.02 -0.32
C 2.70832 0.22599 2.85876 -0.04 0.00 0.04 1.19
C 3.65451 0.52941 3.83790 0.04 0.01 0.03 -1.17
C 4.91112 0.99881 3.47846 -0.02 0.00 -0.03 -0.93
C 5.23442 1.16230 2.13955 -0.02 -0.01 0.01 -0.78
C 4.30594 0.86877 1.13735 0.05 0.02 -0.03 -0.45
C 3.07141 0.41355 1.52246 -0.08 -0.05 -0.03 0.22
O 2.11274 0.11883 0.55559 0.29 0.33 0.18 1.13
H -2.30278 -2.77038 -0.07346 0.07 0.01 0.00 0.01
H -5.27818 -4.06676 1.05410 0.00 0.00 0.00 0.53
H -5.97236 -4.10190 3.42672 -0.01 0.00 0.00 0.44
H -4.53593 -3.07300 5.16966 0.00 -0.01 0.00 0.46
H -2.41124 -2.01281 4.51909 0.00 0.00 0.00 0.44
H 1.21719 -0.44826 4.30463 0.03 0.01 0.00 0.63
H 3.40239 0.38762 4.88155 0.00 0.01 0.00 0.54
H 5.63912 1.22988 4.24333 0.00 0.00 0.00 0.48
H 6.21692 1.51685 1.85842 0.00 0.00 0.01 0.52
H 4.55331 0.98994 0.09161 0.01 0.00 0.00 0.57
N -2.68325 2.06790 1.42186 0.02 0.04 -0.01 0.02
C -2.20383 0.96508 0.86481 0.00 -0.02 0.00 -0.75
N -0.88634 1.03955 0.67968 0.62 -0.07 -0.36 0.48
C -0.49192 2.30640 1.17074 -0.06 -0.03 0.02 0.55
C 0.74976 2.93605 1.25101 0.03 -0.01 0.06 -0.58
C 0.78475 4.19914 1.80637 -0.03 -0.01 0.01 -1.39
C -0.37675 4.83617 2.27411 0.00 0.00 -0.01 -0.82
C -1.60927 4.22552 2.19707 0.00 0.03 0.00 -1.06
C -1.63374 2.95309 1.63776 -0.05 -0.02 0.01 0.52
H -3.65411 2.21957 1.66026 0.00 -0.01 -0.01 0.32
H -2.82384 0.11878 0.62091 -0.01 -0.04 0.01 0.37
H 1.65658 2.48282 0.87858 0.01 0.00 0.01 0.88
H 1.73076 4.71814 1.87882 0.00 0.01 0.00 0.53
H -0.30109 5.82768 2.69831 0.01 0.00 0.00 0.46
H -2.50796 4.71117 2.55238 0.00 0.00 0.00 0.51
C 2.12941 -2.11006 -2.06663 0.07 0.10 0.12 -1.06
C 1.24454 -2.33001 -0.83797 -0.14 0.10 -0.74 0.79
C 2.13241 -2.71103 0.40177 -0.25 0.44 0.01 -1.37
C 0.25238 -3.46344 -1.10983 0.07 0.00 -0.04 -1.76
Si 0.10049 0.40181 -2.12499 -0.22 -0.26 -0.26 -1.53
C 1.23213 1.71718 -2.84024 0.25 -0.11 0.04 2.53
C 1.19230 1.76454 -4.37504 0.02 0.09 -0.01 -1.93
C 0.67424 3.03802 -2.25669 -0.11 -0.01 0.07 -1.84
C 2.69038 1.54609 -2.39281 0.00 0.07 -0.04 -1.78
C -1.48075 -0.02774 -3.04938 -0.10 -0.06 0.11 2.21
C -1.15261 -0.68924 -4.40346 0.02 0.05 -0.04 -1.69
C -2.24702 1.29534 -3.26324 0.00 0.04 -0.08 -1.78
C -2.37139 -0.99204 -2.26188 -0.01 0.02 -0.06 -1.66
H 2.65439 -3.03819 -2.30624 0.00 0.01 -0.03 0.57
H 2.87977 -1.33490 -1.91053 0.00 0.01 0.00 0.06
H 1.52892 -1.85560 -2.94711 -0.01 -0.02 -0.02 0.29
H 2.45561 -3.73358 0.17967 -0.15 -0.04 -0.02 0.56
H 1.62026 -2.79777 1.36934 -0.01 -0.02 0.01 0.33
H 3.02763 -2.10187 0.49837 0.03 -0.06 0.03 0.35
H 0.82162 -4.31606 -1.48902 -0.01 -0.01 0.00 0.58
H -0.47004 -3.20628 -1.88004 0.01 0.01 -0.03 0.34
H -0.27386 -3.79334 -0.21583 0.00 0.01 0.01 0.40
H 0.21441 2.03600 -4.76727 0.00 -0.02 -0.01 0.41
H 1.51618 0.83130 -4.83590 0.01 -0.01 0.01 0.45
H 1.89271 2.54103 -4.69363 -0.02 0.00 -0.01 0.55
H -0.35970 3.22961 -2.54474 -0.01 0.02 -0.01 0.30
H 1.27743 3.85510 -2.66128 0.01 -0.01 0.00 0.62
H 0.74614 3.08990 -1.16778 0.02 0.01 -0.12 0.46
H 3.17651 0.71571 -2.90539 0.00 -0.02 0.01 0.42
H 2.78737 1.40754 -1.31743 0.00 0.04 0.01 0.18
H 3.24033 2.45277 -2.65589 0.00 -0.01 -0.02 0.57
H -0.63987 -0.02590 -5.09256 0.03 0.03 -0.03 0.39
H -2.10062 -0.97258 -4.86820 0.01 0.00 0.00 0.53
H -0.56562 -1.60447 -4.29517 0.00 -0.01 0.01 0.38
H -1.69248 2.01711 -3.86020 -0.02 0.00 -0.01 0.37
H -2.53607 1.77365 -2.32275 0.00 -0.02 0.01 0.30
H -3.16633 1.06572 -3.80825 0.00 0.00 0.02 0.55
H -1.94898 -1.99349 -2.22792 -0.02 -0.03 0.03 0.12
H -3.33963 -1.07865 -2.75998 0.02 0.01 -0.02 0.73
H -2.56905 -0.65452 -1.24854 -0.04 0.02 0.10 0.25
```
Forces are in eV/Å.